Record 1
C3H4N2 in the gas phase at a distorted geometry, computed with ωB97M-V with the def2-TZVPD basis set.

Element x y z (Å)
N1 2.78970 -0.01198 -0.34032
N2 -0.71054 -0.74758 -0.58606
C1 0.27730 -0.23720 0.35441
C2 -0.79125 0.64545 -0.20945
C3 1.66350 -0.11371 -0.06155
H1 0.20648 -0.47993 1.42961
H2 -1.36338 -1.37406 -0.09959
H3 -1.54175 0.98541 0.52437
H4 -0.53006 1.33361 -1.01143

Atomic forces in eV per Å
N -1.967 -0.141 0.467
N -0.120 -0.801 0.231
C 0.204 0.306 0.685
C -0.195 0.278 0.555
C 1.760 0.029 -0.634
H -0.132 0.047 -0.698
H 0.225 0.555 -0.278
H 0.344 -0.184 -0.582
H -0.118 -0.089 0.254

total charge	0
energy relative to the best compared isomer or geometry (same formula, charge and spin)	36.80	kcal/mol
E_LUMO	0.720	eV
Kohn-Sham gap	11.3	eV
SMILES	N#C[C@H]1CN1

=====

Record 2
C40H39CuN7O5PS4Sb as an isolated structure, computed with ωB97M-V with the def2-TZVPD basis set.

Element x y z (Å)
Sb1 0.47756 2.62889 -1.39566
Cu1 -0.26420 -0.77300 1.02265
S1 -2.73852 -2.71324 1.76589
S2 -3.05601 0.32304 4.46859
S3 0.83540 2.61327 0.83132
S4 -2.24497 -1.93370 -3.44901
P1 1.97820 -1.01720 1.10548
O1 -2.49360 -1.29827 -4.72277
O2 -1.46230 -2.52638 1.07098
O3 -3.81899 -3.27889 1.00853
O4 -2.18672 -3.36835 -3.43291
O5 -0.40400 0.08561 -0.99276
N1 -3.26538 -1.43630 2.51767
N2 4.17241 -2.68947 1.48072
N3 4.56198 -0.64372 0.18269
N4 -0.92305 -1.27854 -2.75507
N5 4.25856 -0.50875 2.61510
N6 -1.40156 -6.44324 6.20715
N7 -1.29449 -0.04024 2.64073
C1 3.96924 0.62631 -4.17008
C2 -5.42646 -0.83346 -1.13616
C3 -1.06448 -3.83921 3.61452
C4 -2.99161 -5.56996 4.59947
C5 3.16107 -0.40082 -0.17424
C6 3.12491 2.37651 -2.75978
C7 2.75610 -0.03632 -4.06938
C8 -2.47674 3.18216 -1.50683
C9 -4.77484 -1.48583 -2.17838
C10 0.91077 4.64563 -1.98491
C11 1.41153 7.26885 -2.77652
C12 -4.03986 2.51954 -3.20644
C13 1.05652 6.31409 -3.72161
C14 -0.75941 -4.68404 4.66819
C15 -1.64795 1.32086 4.47847
C16 4.53874 -1.94030 2.68047
C17 4.83461 -2.06762 0.33493
C18 1.51430 6.91405 -1.44068
C19 2.81465 -0.25559 2.57043
C20 4.91380 0.03491 1.42594
C21 -3.77074 3.15631 -2.00323
C22 -1.72198 -5.55478 5.17444
C23 1.26438 5.60436 -1.04612
C24 -4.72385 -0.04642 -0.23085
C25 -3.29726 -4.72292 3.54976
C26 -2.70125 -0.55732 -1.36062
C27 -3.01730 1.91415 -3.92019
C28 -0.84610 0.97663 3.45259
C29 -1.71817 1.93850 -3.42880
C30 -3.40947 -1.32700 -2.26015
C31 1.72455 0.49257 -3.30272
C32 -1.23707 -0.56298 -1.69506
C33 -1.45440 2.56499 -2.21809
C34 -2.33392 -3.85647 3.05430
C35 2.71806 -2.70622 1.29415
C36 -3.34678 0.10698 -0.33687
C37 4.15611 1.83231 -3.50989
C38 -2.46407 -0.50620 3.04682
C39 1.90665 1.70723 -2.65439
C40 0.80599 5.00974 -3.32510
H1 5.61445 -2.06489 2.83536
H2 -5.05470 2.47971 -3.58023
H3 2.63633 0.82236 2.53795
H4 -3.73977 -6.25673 4.97785
H5 2.47273 -3.29878 0.40902
H6 1.79001 7.65654 -0.70207
H7 0.08397 1.45935 3.19741
H8 1.60616 8.28873 -3.08422
H9 4.53053 -2.58720 -0.57615
H10 -3.22302 1.38115 -4.83720
H11 -0.64951 -6.13160 6.80131
H12 0.80987 -0.07346 -3.19716
H13 2.60350 -0.98098 -4.57580
H14 -5.25109 0.43353 0.58276
H15 -4.27838 -4.73174 3.09580
H16 2.99800 0.67207 -0.29450
H17 -2.78514 0.71135 0.36431
H18 0.52858 4.27140 -4.07097
H19 5.99477 -0.05865 1.56636
H20 -0.31752 -3.16796 3.21224
H21 0.97388 6.58737 -4.76614
H22 -6.49667 -0.94946 -1.02168
H23 2.93692 -0.87595 -1.13298
H24 5.91380 -2.19231 0.46472
H25 1.34779 5.31527 -0.00452
H26 4.77389 0.20104 -4.75664
H27 3.27618 3.32242 -2.25213
H28 -1.50337 2.10697 5.19647
H29 -0.93853 1.43149 -3.98157
H30 -5.31460 -2.09980 -2.88603
H31 4.66025 1.09302 1.33466
H32 -2.27101 3.65513 -0.55264
H33 2.34868 -0.64088 3.48233
H34 4.01231 -2.36589 3.53841
H35 0.23513 -4.67681 5.09847
H36 2.24881 -3.20465 2.14758
H37 -2.19438 -6.75235 6.74793
H38 -4.57241 3.61693 -1.44005
H39 5.10497 2.34950 -3.57495

Atomic forces in eV per Å
Sb 0.092 0.145 -0.067
Cu 0.492 0.172 0.059
S 0.045 -0.039 -0.030
S -0.013 0.012 0.039
S 0.012 -0.015 -0.022
S 0.045 0.061 -0.043
P -0.367 -0.063 0.084
O -0.028 -0.010 -0.024
O -0.131 0.033 -0.206
O 0.035 -0.035 -0.004
O 0.000 -0.027 -0.019
O -0.070 -0.029 -0.044
N 0.002 -0.034 0.034
N 0.016 0.028 0.007
N 0.015 0.006 0.012
N -0.004 0.043 0.009
N 0.007 -0.017 -0.020
N 0.005 -0.048 0.056
N -0.120 -0.078 -0.016
C 0.024 -0.013 -0.007
C -0.006 0.011 -0.014
C -0.014 -0.046 0.031
C -0.023 0.000 -0.005
C -0.064 0.030 -0.036
C -0.019 0.004 -0.017
C -0.013 -0.012 -0.016
C -0.008 -0.025 0.022
C 0.013 0.011 0.034
C -0.011 -0.052 -0.001
C -0.006 0.010 -0.022
C -0.027 -0.001 -0.009
C 0.012 0.022 -0.012
C -0.015 0.031 -0.025
C -0.009 -0.006 -0.009
C 0.041 -0.033 0.043
C 0.055 -0.035 -0.025
C 0.011 -0.003 0.018
C -0.003 0.025 -0.003
C 0.062 0.042 -0.001
C 0.007 0.038 0.002
C 0.005 0.006 -0.005
C 0.028 0.000 0.023
C 0.026 -0.005 0.001
C 0.051 0.025 -0.030
C 0.057 0.025 -0.039
C 0.019 -0.031 0.024
C 0.060 0.055 0.040
C -0.051 0.010 -0.004
C -0.036 0.022 -0.008
C 0.012 -0.010 -0.001
C -0.056 -0.141 0.075
C -0.013 -0.027 0.063
C -0.013 -0.018 0.084
C -0.047 -0.018 -0.001
C -0.024 -0.031 -0.008
C 0.016 0.024 0.017
C -0.082 0.020 -0.071
C 0.038 -0.008 0.059
C -0.016 -0.033 -0.012
H -0.009 0.002 0.004
H -0.020 -0.006 -0.008
H -0.010 -0.013 0.006
H -0.016 -0.011 0.007
H -0.008 0.004 0.008
H 0.002 0.007 0.009
H 0.019 0.003 0.015
H 0.002 0.009 -0.003
H 0.001 0.001 0.004
H -0.017 -0.029 -0.040
H -0.006 -0.005 0.000
H -0.055 0.001 -0.014
H -0.002 -0.012 -0.003
H -0.016 0.004 0.014
H -0.032 0.002 -0.013
H 0.002 -0.019 -0.011
H 0.019 0.001 0.027
H -0.011 -0.004 -0.001
H -0.008 0.003 0.002
H 0.021 0.021 -0.016
H -0.001 0.003 -0.009
H -0.010 -0.002 0.006
H 0.002 0.029 0.032
H -0.010 -0.003 -0.003
H -0.012 -0.006 0.025
H 0.007 -0.007 -0.009
H 0.002 0.011 0.000
H 0.032 0.051 0.042
H 0.052 -0.030 -0.010
H -0.009 -0.014 -0.014
H 0.004 -0.005 0.004
H 0.009 0.006 0.013
H 0.004 0.016 -0.005
H 0.006 0.005 -0.009
H 0.022 -0.001 0.014
H 0.012 -0.001 -0.011
H 0.021 0.014 -0.012
H -0.010 0.002 0.009
H 0.006 0.005 -0.002

total charge	-1
energy relative to the best compared isomer or geometry (same formula, charge and spin)	0.00	kcal/mol
E_LUMO	2.296	eV
Kohn-Sham gap	7.5	eV

=====

Record 3
A 9-piece molecular cluster, C9H36O9 overall at a distorted geometry, computed with ωB97M-V with the def2-TZVPD basis set.

Element x y z (Å)
O1 -3.76331 0.31170 2.50765
O2 1.52037 0.49621 0.03800
O3 -2.58688 -1.25770 -1.87547
O4 -1.76363 -0.73360 0.93161
O5 -3.64930 3.42600 -2.13687
O6 0.31347 -3.48796 -0.04471
O7 0.01566 0.79302 2.29246
O8 -1.69444 -3.35162 1.92228
O9 0.16366 -1.35451 -1.59447
C1 -2.07796 2.03113 -1.29014
C2 2.71687 1.24990 -0.30910
C3 1.61418 -2.74528 1.70201
C4 3.54854 1.32412 0.97013
C5 1.62366 -3.63015 0.49803
C6 -1.52889 4.36972 -2.16737
C7 2.10525 -5.07104 0.76949
C8 2.22082 2.62302 -0.79783
C9 -2.41105 3.48467 -1.44059
H1 3.00065 1.79132 1.78844
H2 -1.18365 1.81124 -0.70708
H3 1.46881 2.56497 -1.58473
H4 -3.43518 3.03149 -2.98546
H5 2.24425 -3.14657 -0.25638
H6 0.63418 -1.37701 -2.42774
H7 1.39883 -5.54677 1.44976
H8 -1.95185 5.36904 -2.27016
H9 3.06954 -5.01128 1.27414
H10 0.33930 -2.63038 -0.47539
H11 1.10886 -1.78017 1.66568
H12 -2.00937 1.52315 -2.25209
H13 1.67655 3.26301 -0.10337
H14 1.22136 -3.30761 2.54911
H15 0.60437 -0.67196 -1.08837
H16 -1.34990 3.91756 -3.14287
H17 -4.41312 -0.01872 1.88733
H18 -2.88127 1.50369 -0.77574
H19 -0.51372 4.42008 -1.77368
H20 -0.05017 0.46281 3.18849
H21 2.20847 -5.63212 -0.15929
H22 -0.31839 1.68869 2.34163
H23 4.51464 1.75907 0.71403
H24 -2.87877 -0.77615 -2.64952
H25 -1.71345 -0.74151 -0.02424
H26 -2.92001 0.09422 2.11043
H27 -2.06275 -2.52881 1.60046
H28 -2.55281 3.93090 -0.45627
H29 2.63675 -2.42381 1.89976
H30 3.00563 3.20234 -1.28422
H31 -0.76979 -3.31249 1.67792
H32 1.25585 0.70495 0.93692
H33 -0.99456 -0.23534 1.20819
H34 3.20300 0.75865 -1.15198
H35 -1.66390 -1.44688 -2.04444
H36 3.70437 0.31286 1.34585

Atomic forces in eV per Å
O -0.370 0.533 0.670
O 0.484 -0.482 -1.192
O -0.466 0.036 0.130
O -0.015 -0.028 -0.123
O -0.954 0.881 0.168
O -0.091 -1.832 0.019
O 0.320 0.200 0.066
O -0.420 -0.539 0.850
O -0.217 -0.145 -0.627
C 0.776 -0.862 0.707
C -1.991 1.060 1.115
C 1.421 0.179 1.490
C 0.251 -0.764 -0.833
C -0.391 0.971 -0.923
C 2.113 0.431 -1.450
C -0.653 1.120 -0.066
C 0.009 0.360 -0.908
C -1.496 -1.149 1.010
H 0.159 0.671 -0.262
H 0.355 0.087 -0.117
H 0.002 -0.781 -0.263
H -0.168 -0.013 -0.212
H 0.783 -0.260 -0.070
H 0.161 -0.180 -0.285
H -0.028 -0.198 -0.110
H 0.074 -0.109 -0.046
H 0.055 -0.056 -0.057
H -0.421 0.007 -0.354
H -0.520 -0.290 -0.688
H 0.320 0.157 -0.239
H 0.516 -0.207 0.762
H 0.055 0.155 0.277
H 0.447 0.945 0.688
H -0.162 0.277 -0.524
H -0.073 -0.111 -0.137
H -0.135 0.274 0.077
H -0.018 0.230 0.485
H 0.012 -0.312 0.361
H -0.105 -0.024 0.123
H -0.240 0.383 -0.045
H -0.024 0.294 0.583
H -0.223 0.122 -0.110
H -0.517 -0.133 -0.619
H 0.136 -0.341 -0.457
H 0.057 0.280 -0.134
H -0.651 -0.150 0.154
H 0.334 -0.317 0.529
H 0.308 0.125 0.357
H -0.001 -0.051 -0.502
H -0.073 0.024 0.326
H 0.374 0.160 0.329
H 0.097 -0.278 0.290
H 0.521 -0.169 0.033
H 0.281 -0.179 -0.246

total charge	0
energy relative to the best compared isomer or geometry (same formula, charge and spin)	28.79	kcal/mol
E_LUMO	-0.076	eV
Kohn-Sham gap	9.4	eV
SMILES	CC(C)O.CC(C)O.CC(C)O.O.O.O.O.O.O

=====

Record 4
C29H47BrEuN2OP2 as an isolated structure at a distorted geometry, computed with ωB97M-V with the def2-TZVPD basis set.

Element x y z (Å)
Eu1 0.89068 -3.04803 0.94419
Br1 1.77330 -0.17108 0.79866
P1 3.16196 1.16528 -2.58809
P2 -1.57633 2.38862 0.55405
O1 0.35082 -2.29652 3.12821
N1 -3.41877 -6.96587 -3.57996
N2 1.35862 -1.28449 4.85349
C1 0.06617 4.61611 1.04209
C2 -0.52053 0.11204 -0.96778
C3 1.31446 -0.47112 6.06980
C4 2.62147 -1.92417 4.50536
C5 -1.68645 -5.63876 -1.80692
C6 -3.42906 -7.26420 -2.28278
C7 -0.42210 -1.28317 -1.17724
C8 0.25996 -1.49118 4.10738
C9 2.17640 3.70841 -3.03607
C10 -0.05609 3.09525 1.24446
C11 -2.94814 2.56779 1.74576
C12 -0.92150 -3.60799 -0.54657
C13 4.02991 0.99753 -1.00713
C14 -0.90773 -4.82059 -0.88296
C15 -2.59018 -6.62256 -1.35645
C16 -2.03723 -1.66285 0.58362
C17 -3.40138 2.24771 -1.52488
C18 2.46922 -0.40587 -3.17350
C19 -1.72498 -5.33260 -3.18633
C20 -0.96689 -0.71487 4.45360
C21 -2.19079 3.05773 -1.01967
C22 -1.19262 -2.19466 -0.42575
C23 1.78232 2.35451 -2.42570
C24 -1.94070 -0.32758 0.92908
C25 -2.58884 -6.03102 -4.03739
C26 2.47237 -0.39899 -4.71618
C27 -1.24868 0.61761 0.13956
C28 -3.43749 3.98521 2.01396
C29 5.53521 0.94332 -1.28000
H1 -4.33063 2.49482 -0.98886
H2 2.23930 -0.63382 6.64344
H3 3.08911 -1.45656 3.62731
H4 0.49184 4.83337 0.04610
H5 -2.63756 2.12132 2.70164
H6 2.98703 4.17558 -2.46018
H7 1.31818 4.39127 -3.04336
H8 -2.65994 4.58328 2.49988
H9 -1.36366 -1.06314 5.41017
H10 -2.71447 -2.33198 1.12610
H11 3.09318 -1.21936 -2.77087
H12 3.46679 -0.11861 -5.08606
H13 -0.90826 5.12183 1.14527
H14 2.49539 -2.99886 4.32384
H15 3.28728 -1.78253 5.35616
H16 -1.14332 -4.51043 -3.61221
H17 1.73789 0.32153 -5.10058
H18 5.80989 1.79268 -1.91620
H19 -0.74581 0.35833 4.56004
H20 -4.13582 -8.03957 -1.96748
H21 -2.71572 -6.85026 -0.29851
H22 2.22369 -1.38956 -5.11244
H23 -2.61901 -5.82846 -5.11273
H24 -3.57415 2.46270 -2.58583
H25 0.75409 5.02010 1.79897
H26 1.22314 0.61131 5.84385
H27 6.09698 1.00951 -0.34842
H28 -4.28829 3.94735 2.70410
H29 -2.40089 0.02952 1.85991
H30 -3.78874 1.96735 1.37310
H31 -0.03420 2.85337 2.31851
H32 -1.71607 -0.85655 3.67680
H33 2.51701 3.57439 -4.07177
H34 -3.78916 4.48752 1.10334
H35 -3.22235 1.16185 -1.43186
H36 1.51259 2.45307 -1.36080
H37 3.65229 0.10957 -0.45865
H38 -2.44345 4.12793 -0.90384
H39 0.02401 0.81316 -1.62474
H40 5.80795 0.01549 -1.79297
H41 -1.34418 3.02447 -1.72823
H42 3.76870 1.84921 -0.36372
H43 0.29188 -1.72592 -1.88100
H44 0.90483 1.94595 -2.94884
H45 0.80461 2.55160 0.81473
H46 0.46204 -0.75418 6.71193
H47 1.45962 -0.54857 -2.76695

Atomic forces in eV per Å
Eu 1.961 1.269 1.913
Br -0.178 -1.106 1.119
P 1.368 1.057 -1.511
P 0.266 -0.504 -0.468
O -0.679 0.323 0.358
N -0.060 -0.346 -0.170
N -0.914 -0.091 -0.161
C 0.117 0.131 -0.191
C -0.452 0.535 0.107
C -0.156 0.496 0.425
C 0.331 -0.100 -0.037
C -0.768 -1.588 -0.654
C 0.417 0.569 0.013
C -0.302 0.086 0.168
C 1.979 -0.341 -0.290
C -0.191 0.002 0.075
C 0.317 0.148 -0.067
C -0.093 -0.814 0.220
C -1.559 -3.415 -2.190
C -0.200 -0.824 0.725
C -1.384 4.596 0.186
C 0.064 0.007 -0.016
C 0.319 -0.720 0.451
C -0.101 -0.241 -0.045
C -0.412 -0.453 0.232
C 0.334 0.321 -0.023
C -0.271 0.020 -0.127
C 0.349 0.495 -0.152
C 0.167 1.164 0.272
C -0.402 0.040 0.393
C -0.182 0.626 0.043
C 0.087 0.019 0.845
C -0.049 -0.237 0.233
C -0.723 -1.171 -0.261
C 0.053 0.487 -0.035
C -0.141 0.256 0.053
H 0.385 -0.040 -0.102
H -0.464 0.115 -0.283
H -0.269 -0.060 0.135
H -0.309 0.001 0.433
H 0.032 -0.025 -0.249
H -0.167 -0.129 -0.216
H 0.151 0.009 0.015
H -0.185 0.029 -0.179
H -0.074 0.039 -0.071
H 0.444 0.246 -0.020
H -0.064 0.181 -0.165
H -0.310 -0.036 0.082
H 0.483 -0.059 -0.051
H -0.047 0.271 0.108
H 0.031 -0.188 -0.206
H 0.066 -0.398 0.267
H 0.233 -0.130 0.034
H 0.130 -0.264 0.098
H 0.032 -0.378 -0.038
H 0.284 0.361 -0.034
H 0.303 -0.034 -0.242
H -0.044 0.156 0.002
H 0.030 0.025 0.436
H 0.075 0.004 0.269
H -0.268 -0.052 -0.312
H 0.148 -0.574 0.062
H 0.072 -0.088 0.002
H 0.197 -0.081 -0.162
H -0.234 -0.344 -0.660
H 0.247 -0.023 -0.019
H -0.253 -0.106 -0.267
H 0.057 -0.094 0.163
H -0.048 0.047 0.343
H 0.187 -0.066 0.228
H -0.149 0.474 -0.106
H -0.071 0.134 -0.154
H 0.828 0.660 -0.521
H 0.147 -0.445 0.059
H -0.299 -0.668 0.450
H 0.019 0.176 0.018
H -0.279 -0.069 0.176
H 0.083 -0.037 -0.181
H -0.361 0.547 0.023
H 0.145 0.106 -0.071
H -0.409 0.162 0.064
H 0.407 0.061 -0.290
H 0.175 -0.114 -0.297

<S²>	15.760
2S+1	8
total charge	+2
energy relative to the best compared isomer or geometry (same formula, charge and spin)	9.68	kcal/mol
E_LUMO (spin up / spin down)	-6.972 / -6.927	eV
Kohn-Sham gap (spin up / spin down)	4.4 / 4.4	eV